## w
A gas-phase ion, C4H14N2O (charge +2). Source: the OMol25 dataset; level of theory: ωB97M-V/def2-TZVPD.

Results
- Orbital gap: 0.4234 Eh
- SMILES: [NH3+]CC[C@H]([NH3+])CO
- Net charge: +2

Atoms and positions in Å:
C (1.36180, -0.53603, -0.66458)
O (1.48080, -1.60449, -1.58635)
C (-0.05926, -0.67125, -0.14121)
C (-0.45480, 0.34041, 0.92358)
C (-0.31838, 1.83761, 0.51996)
N (-1.60096, 2.61717, 0.41862)
N (-0.11925, -2.05842, 0.44850)
H (2.12669, -0.53966, 0.11864)
H (1.46599, 0.41578, -1.18759)
H (2.41070, -1.88350, -1.69267)
H (-0.68982, -0.70755, -1.03033)
H (0.17085, 0.19563, 1.80006)
H (-1.47068, 0.23368, 1.28671)
H (0.21171, 1.93394, -0.42076)
H (0.34068, 2.36401, 1.18827)
H (-2.46851, 2.07883, 0.26311)
H (-1.54910, 3.23775, -0.39158)
H (-1.74512, 3.19397, 1.24508)
H (-0.97938, -2.28290, 0.97583)
H (0.00758, -2.75760, -0.30042)
H (0.66285, -2.24455, 1.09170)

natural (NBO) atomic charge list, values in e, 8 entries: -0.092 -0.729 -0.065 -0.447 -0.235 -0.673 -0.681 0.199

=====

## x
2 unconnected molecules or ions with the total composition C4H14N2O. Source: the OMol25 dataset; level of theory: ωB97M-V/def2-TZVPD.

Results
- Orbital gap: 0.4273 Eh
- Net charge: +2

Atoms and positions in Å:
C (0.97383, -0.93068, 1.13430)
C (-0.14336, -0.86805, 0.05508)
C (-1.03566, 0.33558, -0.00505)
C (-2.27413, 0.38363, 0.51049)
N (-3.03246, 1.60429, 0.40926)
N (2.38765, -0.53835, 0.55092)
H (0.72133, -0.57933, 2.24907)
H (1.36985, -1.90834, 1.44626)
H (0.39427, -0.87991, -0.90750)
H (-0.64248, -1.79420, 0.08495)
H (-0.66129, 1.07509, -0.68897)
H (-2.74776, -0.48817, 1.04977)
H (-3.87678, 1.39366, -0.09792)
H (-3.51115, 1.80140, 1.37038)
H (-2.46136, 2.39831, 0.10218)
H (2.66433, 0.42784, 0.86960)
H (3.07621, -1.28521, 0.95495)
H (2.52826, -0.53486, -0.61733)
H (1.94718, -0.47606, -3.00240)
H (2.93194, 0.50597, -2.29069)
O (2.20713, -0.08008, -2.17657)

natural (NBO) atomic charge list, values in e, 8 entries: -0.226 -0.484 -0.142 -0.070 -0.694 -0.771 0.270 0.238

=====

Short version: w, x, most stable first.

=====

## w
C6H5N in the gas phase. Source: the OMol25 dataset; level of theory: ωB97M-V/def2-TZVPD.

Results
- Orbital gap: 0.3310 Eh
- SMILES: N#CC1=CC=CC1
- Net charge: 0

Atoms and positions in Å:
C (1.30772, 0.05443, 1.21876)
C (0.19449, -0.11541, 0.40301)
C (-0.09807, -1.12184, -0.44116)
C (-1.12290, -0.80928, -1.38142)
C (-1.44298, 0.53775, -1.21211)
C (-0.68893, 1.03259, -0.09043)
H (0.21686, -2.09772, -0.19863)
H (-1.47861, -1.51039, -2.11508)
H (-2.10577, 1.07741, -1.89819)
H (-1.38065, 1.36238, 0.70248)
H (-0.03000, 1.90638, -0.37864)
N (2.26889, 0.25608, 1.84402)

natural (NBO) atomic charge list, values in e, 8 entries: 0.261 -0.160 -0.136 -0.247 -0.137 -0.473 0.219 0.226

=====

## x
C6H5N in the gas phase. Source: the OMol25 dataset; level of theory: ωB97M-V/def2-TZVPD.

Results
- Orbital gap: 0.3606 Eh
- Net charge: 0

Atoms and positions in Å:
C (0.59937, 1.73111, 0.03722)
C (1.20270, 0.71199, -0.46046)
C (0.80617, -0.64366, -0.65302)
N (0.55950, -1.50189, 0.49948)
C (-0.61258, -0.97294, -0.22149)
C (-1.28509, 0.16810, 0.32849)
C (-1.77658, 1.22455, 0.79031)
H (2.20695, 1.17234, -0.61155)
H (1.24565, -1.14749, -1.50914)
H (0.70549, -0.97696, 1.36511)
H (-1.19927, -1.72468, -0.74376)
H (-2.45231, 1.95953, 1.17882)

natural (NBO) atomic charge list, values in e, 8 entries: 0.169 -0.615 -0.076 -0.534 -0.167 -0.031 -0.142 0.313

=====

Short version: w, x, most stable first.